{"formula": "C9H16N2O4P", "method": "the ωB97M-V functional and the def2-TZVPD basis", "elements": ["C", "C", "C", "C", "C", "C", "N", "C", "C", "N", "P", "O", "O", "C", "O", "O", "H", "H", "H", "H", "H", "H", "H", "H", "H", "H", "H", "H", "H", "H", "H", "H"], "coordinates": [[-4.16262, 1.01571, 0.05018], [-3.13598, 1.32744, -0.49998], [-1.88539, 1.70411, -1.16951], [-0.97791, 0.46289, -1.37722], [0.52892, 0.79830, -1.30956], [1.33307, 0.17956, -0.17882], [1.80745, -1.16977, -0.50544], [0.84740, -2.13552, -1.02561], [-0.11230, -2.78913, -0.01851], [0.63935, 0.18388, 1.13723], [0.81137, 1.53958, 2.17981], [-0.69280, 1.51710, 2.84760], [1.60938, 0.77910, 3.40539], [2.65475, 1.02632, 0.07316], [3.45239, 0.46038, 0.85237], [2.72164, 2.14125, -0.43972], [-4.96815, 0.48896, 0.50632], [-1.36786, 2.47149, -0.59344], [-2.16579, 2.11431, -2.14245], [-1.20367, 0.06546, -2.36987], [-1.29206, -0.31041, -0.68013], [0.99365, 0.47973, -2.24589], [0.65968, 1.87779, -1.27510], [2.16900, -1.53452, 0.36904], [0.30384, -1.73251, -1.88122], [1.44026, -2.96403, -1.43292], [0.47213, -3.17256, 0.81901], [-0.88557, -2.11433, 0.34608], [-0.62716, -3.63142, -0.49080], [-0.33609, -0.08665, 1.07206], [-1.02555, 0.62091, 2.99467], [2.39465, 0.38660, 2.98327]], "atomic_forces_ev_per_a": [[0.5, -0.5, -0.3], [-0.3, 0.2, 0.2], [-0.4, -0.5, 0.1], [0.1, 0.3, -0.3], [-0.5, -0.3, -0.4], [0.5, 0.0, 0.4], [-0.8, -0.1, -0.2], [0.2, -0.5, 0.1], [0.0, 0.1, -0.3], [-0.4, 0.4, -0.5], [0.0, -0.2, 0.1], [-0.2, 0.0, 0.0], [0.2, 0.0, 0.1], [-0.3, -0.4, 0.2], [0.1, -0.1, 0.5], [0.2, 0.5, -0.5], [-0.1, 0.3, 0.0], [0.0, 0.0, 0.0], [0.2, 0.2, 0.0], [-0.1, -0.1, 0.1], [0.1, 0.0, 0.1], [0.1, 0.1, 0.1], [0.1, 0.0, 0.2], [0.4, 0.1, -0.1], [0.0, 0.2, 0.1], [0.0, 0.1, -0.1], [-0.1, 0.0, 0.1], [0.1, 0.0, 0.2], [0.0, 0.0, 0.0], [0.0, -0.1, -0.1], [0.1, 0.0, 0.2], [0.1, 0.0, 0.0]], "e_lumo_ev": 3.048, "orbital_gap_ha": 0.2830, "homo_ev": -4.65, "smiles": "C#CCCC[C@](NCC)(NP(O)O)C(=O)[O-]", "energy_ha": -1104.4263, "relative_energy_ev": 0.000, "total_charge": -1, "spin_multiplicity": 1}